# 1
A gas-phase ion, C8H4FINO (charge +1) at a distorted geometry. Source: OMol25; level of theory: ωB97M-V with the def2-TZVPD basis set.

```
16
Properties=species:S:1:pos:R:3:forces:R:3:lowdin_charge:R:1
O -0.8443 -3.1005 0.0099 0.555 -0.401 0.168 0.154
N -0.0676 -2.1848 -0.0283 2.336 0.072 -0.421 -0.020
C -0.3643 -0.9023 -0.1504 -1.767 2.261 1.158 -0.116
C -1.7593 -0.5478 0.0636 0.455 1.237 -1.030 0.096
C -2.1720 0.7546 -0.0370 3.143 -1.544 -0.408 0.064
C -1.1481 1.6853 -0.1540 1.496 0.886 1.365 -0.206
F -1.4144 2.9361 0.0396 -1.004 1.302 -0.423 0.178
C 0.2254 1.4405 -0.0902 -0.452 -1.466 -0.811 0.086
C 0.6690 0.1456 -0.1289 -1.633 -1.226 0.358 -0.134
C 2.0427 -0.0361 0.0336 2.745 -0.095 -0.356 -0.107
C 3.2637 0.1371 0.0492 -2.227 -0.965 -0.069 -0.675
I 5.2215 -0.0129 -0.0183 0.263 0.162 0.074 1.063
H 1.0124 -2.2590 -0.0174 -1.265 -1.184 0.103 0.227
H -2.5601 -1.2023 0.3112 0.097 -1.232 -0.028 0.133
H -3.1411 1.0287 0.1072 -2.509 0.856 0.320 0.113
H 1.0365 2.1179 0.0100 -0.232 1.338 0.000 0.143
```
Positions in Å, forces in eV/Å.

Results
LUMO (alpha / beta) = -6.652 / -6.653 eV
net charge = +1
SMILES = O=[NH+]c1ccc(F)cc1C#CI


# 2
A molecular structure, C16H33AlBBr2CaClCsF4LiNO9Si2 at a distorted geometry. Source: OMol25; level of theory: ωB97M-V with the def2-TZVPD basis set.

```
73
Properties=species:S:1:pos:R:3:forces:R:3:lowdin_charge:R:1
C -0.1697 -6.0739 0.8336 -0.669 0.660 1.172 -0.303
C -0.1226 -5.5178 2.2771 -0.128 1.004 -1.284 -0.775
Br -0.2614 -6.9670 3.5625 -0.068 0.070 0.192 0.744
C -1.1493 -4.4185 2.6389 0.802 -1.403 -0.235 -0.392
Si -0.5643 -3.5128 4.1663 -1.241 -0.946 -0.135 0.421
O -0.6593 -1.9464 3.9059 1.084 0.616 0.693 -0.393
Si 0.6616 -1.1882 3.1818 0.079 2.008 -0.741 0.466
C 2.3304 -1.3521 4.1160 0.386 -0.621 -1.120 -0.220
C 3.3656 -2.0129 3.1877 0.166 -0.410 1.252 -0.362
C 3.6040 -3.4660 3.3903 -0.029 1.395 -0.229 -0.102
O 2.8724 -2.9558 2.2853 -0.473 -0.568 -0.543 -0.080
B -1.8741 -3.9193 5.6568 0.399 1.018 -0.436 -0.725
O -2.9820 -4.6777 5.5111 -0.626 0.376 0.559 0.113
O -1.6070 -3.3343 6.9374 -9.265 0.585 -2.930 -0.554
H -0.6692 -7.0332 0.7286 0.035 -0.205 -0.065 -0.024
H -0.6374 -5.3672 0.1223 1.196 0.016 0.064 -0.018
H 0.8534 -6.2352 0.5299 -0.004 -0.238 -0.658 -0.005
H 0.8502 -5.0468 2.3745 0.343 -0.385 0.354 0.074
H -2.0841 -4.9622 2.7932 -0.462 0.398 0.050 -0.069
H -1.2738 -3.7138 1.8065 0.266 0.557 0.362 -0.031
H 0.7469 -4.0401 4.6037 0.252 0.039 -0.177 -0.011
H 0.3703 0.2524 3.2128 -0.054 -0.017 0.161 -0.013
H 0.8025 -1.6158 1.8013 0.406 -0.421 0.127 -0.056
H 2.3304 -1.9602 5.0195 -0.145 0.351 0.416 0.049
H 2.7398 -0.3596 4.2755 -0.421 0.250 0.589 0.073
H 4.2179 -1.4123 2.9115 -0.057 0.173 -0.591 0.143
H 2.9954 -3.7958 4.2183 0.116 -0.973 0.003 0.078
H 4.5407 -3.9057 3.0997 0.168 -0.372 0.331 0.117
H -3.4115 -4.4810 4.6651 -0.040 -0.264 -0.165 0.074
H -2.3893 -3.5770 7.4613 -0.371 0.470 0.291 0.113
Li -3.6242 -6.4545 3.0183 0.004 -0.428 -0.196 0.479
Br -1.5764 -0.8607 0.9921 -0.902 -1.162 -0.411 -0.193
N 0.3542 2.8806 -1.1159 -0.172 -0.014 -0.043 0.062
C 0.2788 1.5570 -1.0329 -0.005 0.003 0.053 -0.203
C -0.2204 0.7457 -2.0456 0.063 0.028 0.040 -0.104
C -0.6663 1.3468 -3.2087 -0.021 -0.031 -0.088 -0.080
C -0.5965 2.7268 -3.3167 0.036 -0.053 0.026 -0.057
C -0.0791 3.4458 -2.2460 0.035 0.200 0.030 -0.136
H 0.6363 1.1265 -0.1054 -0.004 -0.111 -0.019 0.077
H -0.2556 -0.3265 -1.9181 -0.006 -0.008 0.054 0.074
H -1.0623 0.7490 -4.0205 0.015 -0.009 -0.003 0.103
H -0.9339 3.2411 -4.2064 -0.014 0.056 0.028 0.087
H -0.0019 4.5251 -2.2940 -0.017 -0.104 -0.018 0.069
C 1.2480 8.4735 -2.0056 0.303 0.354 0.062 -0.045
C -0.1838 7.9025 -2.2149 0.102 0.033 0.788 -0.598
C -0.9965 8.1531 -0.9183 -0.087 0.367 0.256 -0.055
O -0.0839 6.5894 -2.4253 0.043 0.245 -0.271 -0.083
H 1.7504 7.9891 -1.1699 -0.115 -0.154 -0.003 0.081
H 1.8505 8.3335 -2.9010 -0.075 -0.117 -0.050 0.074
H 1.1898 9.5464 -1.7969 -0.117 0.001 -0.021 0.073
H -0.6567 8.5178 -3.0079 0.002 -0.349 -0.289 0.122
H -0.5365 7.6647 -0.0602 0.089 -0.122 -0.094 0.079
H -2.0134 7.7782 -1.0269 0.023 -0.097 -0.098 0.071
H -1.0517 9.2269 -0.7108 0.023 0.015 -0.073 0.071
Cs 0.3266 -3.8426 7.5028 9.726 -2.056 3.162 1.456
C 4.2794 2.3234 -2.8060 -0.372 -0.103 0.406 -0.797
O 3.9702 2.6081 -3.9900 0.293 0.007 0.058 0.033
O 3.1966 2.0593 -1.9768 0.571 0.199 -1.100 0.045
O 5.4100 2.2596 -2.3198 0.202 0.024 -0.007 0.049
H 2.5168 2.1964 -2.6624 -0.570 -0.136 0.663 0.079
Ca -2.4988 -4.6088 -0.0117 -0.620 0.850 -0.987 1.286
C -1.8515 6.4914 -4.8772 -0.339 -0.112 -0.285 -0.154
O -2.3405 5.2065 -5.2695 0.005 0.064 0.153 -0.130
H -1.6140 6.4585 -3.8172 0.029 -0.150 -0.153 0.044
H -0.9435 6.7379 -5.4342 0.038 0.112 0.118 0.084
H -2.6169 7.2559 -5.0556 0.083 0.070 -0.014 0.073
H -2.5433 5.2441 -6.2062 0.001 -0.056 -0.065 0.066
Cl 1.0266 -8.4789 -0.1418 0.169 -0.576 0.067 -0.476
F -0.8500 -5.9748 -5.0333 0.048 0.024 0.141 -0.177
Al -2.4717 -5.5723 -4.9195 0.077 -0.101 -0.475 -0.170
F -2.8006 -5.0835 -3.3009 -0.014 0.162 1.089 -0.239
F -3.4474 -6.8997 -5.2655 -0.094 0.004 0.149 -0.190
F -2.8423 -4.2881 -5.9379 -0.080 0.067 0.109 -0.184
```
Positions in Å, forces in eV/Å.

Results
LUMO = -3.306 eV
net charge = -1